# 1
This record from the Open Molecules 2025 dataset describes a molecular structure, C44H46BrN3O4P2SSi2Ti at a distorted geometry. The level of theory is ωB97M-V/def2-TZVPD.

```
! wB97M-V def2-TZVPD RIJCOSX def2/J DEFGRID3
* xyz 0 1
Ti -0.12 0.32 -0.31
C 2.73 1.60 -3.97
Si 2.56 1.82 -2.13
C 4.28 1.83 -1.41
C 1.79 3.45 -1.75
N 1.51 0.54 -1.49
P 1.87 -1.06 -1.37
C 0.38 -1.75 -0.98
P -0.92 -1.46 -2.07
N -1.77 -0.35 -1.20
Si -3.49 -0.02 -0.92
C -4.09 1.53 -1.72
C -4.62 -1.35 -1.56
C -3.81 0.13 0.91
C -0.74 -0.71 -3.74
C -0.74 0.68 -3.88
C -0.63 1.29 -5.12
C -0.51 0.51 -6.26
C -0.49 -0.88 -6.15
C -0.61 -1.48 -4.90
C -1.71 -3.04 -2.51
C -2.76 -3.11 -3.43
C -3.29 -4.34 -3.80
C -2.77 -5.51 -3.26
C -1.71 -5.45 -2.35
C -1.19 -4.22 -1.98
C 3.00 -1.42 0.01
C 3.38 -2.76 0.18
C 4.14 -3.14 1.27
C 4.52 -2.19 2.22
C 4.14 -0.87 2.06
C 3.38 -0.48 0.96
C 2.81 -1.75 -2.76
C 2.19 -2.61 -3.67
C 2.91 -3.16 -4.73
C 4.26 -2.86 -4.87
C 4.90 -2.04 -3.95
C 4.18 -1.49 -2.90
H 3.02 2.56 -4.41
H 1.79 1.29 -4.43
H 3.50 0.87 -4.22
H 4.96 2.30 -2.14
H 4.69 0.85 -1.18
H 4.32 2.43 -0.50
H 2.52 4.25 -1.93
H 1.48 3.50 -0.71
H 0.92 3.65 -2.38
H -3.91 1.55 -2.80
H -3.65 2.42 -1.27
H -5.18 1.58 -1.57
H -4.78 -1.25 -2.64
H -5.59 -1.20 -1.07
H -4.29 -2.37 -1.35
H -2.93 0.49 1.46
H -4.14 -0.81 1.36
H -4.60 0.88 1.07
H -0.84 1.30 -3.00
H -0.64 2.37 -5.20
H -0.42 0.97 -7.24
H -0.39 -1.49 -7.03
H -0.60 -2.56 -4.84
H -3.15 -2.21 -3.88
H -4.11 -4.38 -4.51
H -3.18 -6.47 -3.55
H -1.30 -6.36 -1.94
H -0.38 -4.15 -1.26
H 3.08 -3.50 -0.55
H 4.43 -4.17 1.39
H 5.10 -2.49 3.08
H 4.42 -0.13 2.81
H 3.07 0.55 0.86
H 1.16 -2.88 -3.52
H 2.42 -3.82 -5.43
H 4.82 -3.29 -5.69
H 5.95 -1.83 -4.05
H 4.68 -0.86 -2.18
Br -2.52 -3.25 0.93
C -1.51 -2.38 2.28
C -1.52 -2.96 3.54
C -0.78 -2.36 4.54
C -0.03 -1.23 4.23
C -0.09 -0.76 2.94
N -0.83 -1.30 1.96
C 0.75 0.42 2.56
O 1.42 1.02 3.35
O 0.71 0.67 1.25
H -2.11 -3.85 3.72
H -0.76 -2.78 5.54
H 0.59 -0.72 4.95
O -1.83 8.69 -2.64
C -2.05 7.46 -3.18
O -2.40 7.38 -4.32
C -1.84 6.28 -2.29
C -1.54 6.35 -0.93
C -1.36 5.21 -0.17
C -1.46 3.94 -0.75
S -1.18 2.56 0.32
C -1.76 3.87 -2.11
C -1.95 5.02 -2.86
H -1.53 8.61 -1.73
H -1.46 7.31 -0.42
H -1.12 5.28 0.88
H -1.86 2.91 -2.58
H -2.19 4.96 -3.92
*
```

Values from the calculation:
HOMO energy = -0.281 hartree
Orbital gap = 7.157 eV

***

# 2
This record from the Open Molecules 2025 dataset describes C3H8O3S in the gas phase at a distorted geometry. The level of theory is ωB97M-V/def2-TZVPD.

```
! wB97M-V def2-TZVPD RIJCOSX def2/J DEFGRID3
* xyz 0 3
C 1.66 0.08 0.50
C -0.82 -0.58 0.50
C 0.20 0.62 0.31
O -3.61 -0.79 0.21
O -2.53 1.48 0.47
O -0.03 1.27 -0.88
S -2.50 0.04 -0.05
H 2.35 0.66 -0.21
H 1.79 -0.96 0.30
H 1.99 0.16 1.54
H -0.52 -1.45 -0.10
H -0.77 -1.00 1.43
H 0.23 1.44 1.00
H -0.76 1.94 -0.78
H -2.48 0.07 -1.49
*
```

Values from the calculation:
HOMO energy (alpha / beta) = -0.176 / -0.408 hartree
Orbital gap (alpha / beta) = 5.455 / 6.225 eV
Expectation value of S² = 2.011

***

# 3
This record from the Open Molecules 2025 dataset describes C8H12 in the gas phase at a distorted geometry. The level of theory is ωB97M-V/def2-TZVPD.

```
! wB97M-V def2-TZVPD RIJCOSX def2/J DEFGRID3
* xyz 0 1
C 1.89 1.26 1.13
C -0.84 0.07 -0.48
C -0.38 1.51 -0.32
C 0.94 1.94 0.45
C 0.17 -0.68 -0.03
C -2.21 -0.17 -0.85
C 1.45 -0.31 0.82
C 0.14 -2.21 -0.23
H -0.13 1.75 -1.33
H -1.16 2.27 0.08
H 0.94 2.98 0.48
H -2.57 0.42 -1.83
H -2.87 0.28 0.03
H -2.35 -1.31 -0.94
H 2.23 -0.82 0.42
H 1.22 -0.80 1.83
H 2.85 1.55 1.68
H 1.16 -2.62 0.16
H 0.19 -2.39 -1.31
H -0.68 -2.71 0.26
*
```

Values from the calculation:
SMILES = CC1=C(C)CC=CC1
HOMO energy = -0.307 hartree
Orbital gap = 9.374 eV

***

# 4
This record from the Open Molecules 2025 dataset describes 2 unconnected molecules or ions with the total composition C9H14 at a distorted geometry. The level of theory is ωB97M-V/def2-TZVPD.

```
! wB97M-V def2-TZVPD RIJCOSX def2/J DEFGRID3
* xyz 0 1
C 0.71 -0.79 3.23
C -0.28 -1.78 3.94
H 0.97 -1.21 2.27
H 0.18 0.15 3.06
H 1.53 -0.46 3.87
H -0.18 -2.73 3.43
H -1.29 -1.39 3.86
H -0.09 -1.74 5.01
C -0.31 2.60 -2.98
C 0.18 -1.18 -0.98
C 1.05 -0.14 -0.75
C -0.98 -0.99 -1.73
C 0.78 1.10 -1.34
C -1.15 0.22 -2.40
C -0.24 1.27 -2.29
H 0.49 -2.19 -0.74
H 1.87 -0.14 -0.05
H -1.72 -1.76 -1.87
H 1.40 1.94 -1.04
H -2.03 0.33 -3.02
H 0.15 3.31 -2.31
H -1.30 2.96 -3.25
H 0.24 2.62 -3.93
*
```

Values from the calculation:
SMILES = Cc1ccccc1.CC
HOMO energy = -0.330 hartree
Orbital gap = 10.023 eV

***

Calculated values (g mol⁻¹) of M for the records, taken in order: 958.8; 124.2; 108.2; 122.2.
Calculated values (eV) of energy above the lowest of the compared OMol25 structures with the same formula, charge and spin for the records, taken in order: 0.039; 3.031; 2.430; 0.688.